Entry 1:
DFT (wB97M-V/def2-TZVPD) results for a molecular structure, C2HO3Tm in a non-equilibrium geometry.

Structure (XYZ):
```
7
Properties=species:S:1:pos:R:3:forces:R:3
O -2.45175 -0.42734 -0.12973 2.69 1.41 -1.35
H -2.53112 -0.99699 0.64765 -0.15 -0.41 0.61
O 1.79177 0.27567 0.93139 -0.17 0.10 -1.00
O 1.12650 0.84088 -0.29115 -2.25 -0.96 0.13
C -1.23479 -0.00051 -0.29113 -4.43 -1.58 1.06
C -0.12368 0.46639 -0.35784 4.18 1.27 0.25
Tm 3.42306 -0.15810 -0.50919 0.12 0.17 0.29
```
Forces are in eV/Å.

Output
strongest force on any atom	4.82	eV/Å
total energy	-37736.63768	eV
spin multiplicity	3
M	241.96	u
E_HOMO (spin up / spin down)	-18.557 / -17.675	eV
total charge	+2
energy above the lowest of the compared OMol25 structures with the same formula, charge and spin	124.8	kcal per mole
orbital gap (spin up / spin down)	8.813 / 5.921	eV

Entry 2:
DFT (wB97M-V/def2-TZVPD) results for 2 unconnected molecules or ions with the total composition C2HO4S in a non-equilibrium geometry.

Structure (XYZ):
```
8
Properties=species:S:1:pos:R:3:forces:R:3
C -0.20510 0.44156 -0.36577 -0.89 -0.83 0.20
C -0.46353 1.63542 0.31256 0.32 0.95 -0.51
O -2.70317 -0.22918 -1.32094 -0.29 -0.04 -0.28
O 0.15132 2.58336 0.73818 -0.22 -0.15 0.28
O -1.86106 -1.65435 1.86305 -0.10 0.61 -0.76
O -1.92043 1.60485 0.31335 -0.29 0.00 0.28
S -1.89821 0.01061 -0.13854 1.33 -0.37 0.87
H 0.63807 -0.20634 -0.22589 0.14 -0.17 -0.09
```
Forces are in eV/Å.

Output
strongest force on any atom	1.63	eV/Å
total energy	-21110.72654	eV
spin multiplicity	1
M	121.09	u
E_HOMO (spin up / spin down)	-4.404 / -4.467	eV
total charge	-1
energy above the lowest of the compared OMol25 structures with the same formula, charge and spin	138.1	kcal per mole
orbital gap (spin up / spin down)	6.168 / 7.238	eV

Entry 3:
DFT (wB97M-V/def2-TZVPD) results for a molecular structure, C2HO4Sm in a non-equilibrium geometry.

Structure (XYZ):
```
8
Properties=species:S:1:pos:R:3:forces:R:3
O -5.30048 0.58944 -0.08703 0.47 0.04 0.04
C -4.18112 0.67373 0.00553 -0.44 -0.05 -0.03
H -0.28718 -0.31721 0.17844 0.87 -1.45 -0.85
O 0.32743 -1.03920 -0.17005 -2.11 -0.19 -0.44
C 1.53169 -0.53144 -0.16006 -0.81 4.27 3.18
O 1.85231 0.42707 -0.93111 1.09 -0.88 -1.57
O 2.13667 -0.57905 0.96466 1.91 -1.37 -0.34
Sm 3.92067 0.77665 0.19963 -0.98 -0.37 0.01
```
Forces are in eV/Å.

Output
strongest force on any atom	5.39	eV/Å
total energy	-28177.35046	eV
spin multiplicity	7
M	239.39	u
E_HOMO (spin up / spin down)	-13.225 / -14.506	eV
total charge	+1
energy above the lowest of the compared OMol25 structures with the same formula, charge and spin	0.0	kcal per mole
orbital gap (spin up / spin down)	7.798 / 9.188	eV

Entry 4:
DFT (wB97M-V/def2-TZVPD) results for a gas-phase ion, C2HO5 (charge -1) in a non-equilibrium geometry.

Structure (XYZ):
```
8
Properties=species:S:1:pos:R:3:forces:R:3
O 0.53170 -2.85632 -0.71413 -0.01 -3.20 -1.82
C 0.41814 -1.76773 -0.26116 -0.60 2.98 -0.28
O 0.80358 -1.27244 0.78813 0.66 0.96 1.64
C -0.41075 -0.66343 -1.15032 1.22 2.68 2.94
O -0.41599 0.72532 -0.38200 -1.94 -2.87 -3.89
O -0.45370 -0.53647 -2.51278 2.97 1.07 -1.88
O -1.52002 -1.04536 -1.78740 -3.82 -0.97 1.52
H 0.28088 0.53000 0.20313 1.50 -0.66 1.77
```
Forces are in eV/Å.

Output
strongest force on any atom	5.21	eV/Å
total energy	-12325.56919	eV
SMILES	O=C([O-])C1(O)OO1
spin multiplicity	1
M	105.03	u
E_HOMO	-5.096	eV
total charge	-1
energy above the lowest of the compared OMol25 structures with the same formula, charge and spin	33.3	kcal per mole
orbital gap	9.309	eV

Entry 5:
DFT (wB97M-V/def2-TZVPD) results for a molecular structure, C2HgLiO2 in a non-equilibrium geometry.

Structure (XYZ):
```
6
Properties=species:S:1:pos:R:3:forces:R:3
O -1.48522 -0.00623 -0.27661 0.87 -1.15 -0.16
C -0.64010 0.81117 0.10384 -0.41 0.12 0.03
C 2.16063 -0.78562 0.21101 1.57 -0.49 0.07
O 3.27037 -0.61925 0.35350 -1.73 0.10 -0.16
Li 0.06368 -1.92781 -0.25195 -0.04 0.88 0.08
Hg -3.16362 1.44115 0.14686 -0.26 0.55 0.14
```
Forces are in eV/Å.

Output
strongest force on any atom	1.74	eV/Å
total energy	-10538.14953	eV
spin multiplicity	3
M	263.55	u
E_HOMO (spin up / spin down)	-10.171 / -15.408	eV
total charge	+1
energy above the lowest of the compared OMol25 structures with the same formula, charge and spin	2.7	kcal per mole
orbital gap (spin up / spin down)	5.828 / 8.601	eV

Entry 6:
DFT (wB97M-V/def2-TZVPD) results for a molecular structure, C2LiNaO4 in a non-equilibrium geometry.

Structure (XYZ):
```
8
Properties=species:S:1:pos:R:3:forces:R:3
O 0.85649 1.01240 -0.16910 0.43 1.40 0.17
C 0.53473 -0.12256 -0.64933 0.79 -1.93 0.33
O 1.33759 -0.74514 -1.38080 0.15 0.58 -0.20
Li 2.74099 0.39105 -0.60807 -1.10 -0.24 -0.31
Na -0.78325 1.93808 1.05119 -0.05 -0.69 -0.19
O -0.38992 -2.13354 0.25877 -0.44 1.26 -0.85
O -1.36057 -0.18933 0.81206 -0.70 0.81 -0.25
C -0.59728 -0.91744 0.12365 0.91 -1.19 1.30
```
Forces are in eV/Å.

Output
strongest force on any atom	2.11	eV/Å
total energy	-14887.78558	eV
spin multiplicity	1
M	117.95	u
E_HOMO	-8.018	eV
energy above the lowest of the compared OMol25 structures with the same formula, charge and spin	0.0	kcal per mole
orbital gap	7.085	eV

Entry 7:
DFT (wB97M-V/def2-TZVPD) results for a molecular structure, C2LiO4Pt in a non-equilibrium geometry.

Structure (XYZ):
```
8
Properties=species:S:1:pos:R:3:forces:R:3
O -0.10857 -0.19972 0.37089 3.27 -0.50 0.08
Li -1.23945 -1.85767 0.64163 -0.29 0.74 -0.16
O -1.23079 1.50089 -0.69910 0.46 -0.89 1.11
O -2.25671 -0.36912 0.03748 0.34 -0.71 0.80
C -1.30389 0.43292 -0.12262 -1.33 1.53 -2.61
C 1.19489 0.04233 -0.15121 -4.73 -0.77 0.85
O 2.10622 -0.52327 0.46588 -0.76 -3.28 2.22
Pt 2.83829 0.97364 -0.54295 3.05 3.88 -2.30
```
Forces are in eV/Å.

Output
strongest force on any atom	5.44	eV/Å
total energy	-13711.06827	eV
spin multiplicity	4
M	290.04	u
E_HOMO (spin up / spin down)	-7.467 / -10.109	eV
orbital gap (spin up / spin down)	6.421 / 7.797	eV

Entry 8:
DFT (wB97M-V/def2-TZVPD) results for a molecular structure, C2LiO4Yb in a non-equilibrium geometry.

Structure (XYZ):
```
8
Properties=species:S:1:pos:R:3:forces:R:3
O 0.70650 0.51373 0.32899 2.56 0.06 0.69
Yb -1.31827 -1.50727 -1.90823 0.93 0.45 0.85
O 0.12403 -1.57897 0.95567 1.41 -0.28 1.17
O 0.78328 -1.16397 -1.06949 1.15 -1.09 -2.40
C 0.74959 -0.81490 0.17083 -5.68 1.97 -0.83
C -0.75686 1.69052 0.09631 -2.27 0.99 -0.14
O -0.90129 2.60613 -0.65757 1.58 -1.69 0.66
Li -2.55402 1.85540 -1.45621 0.33 -0.41 0.01
```
Forces are in eV/Å.

Output
strongest force on any atom	6.07	eV/Å
total energy	-41996.20533	eV
spin multiplicity	1
M	268.00	u
E_HOMO	-1.974	eV
total charge	-1
orbital gap	3.894	eV

Entry 9:
DFT (wB97M-V/def2-TZVPD) results for a single C2N2 molecule in a non-equilibrium geometry.

Structure (XYZ):
```
4
Properties=species:S:1:pos:R:3:forces:R:3
N 0.89863 1.44864 0.82614 -1.64 -2.74 -1.84
C 0.35678 0.55875 0.27336 0.63 1.15 1.19
C -0.34498 -0.55804 -0.29863 -0.22 -0.34 -0.51
N -0.91043 -1.44935 -0.80087 1.23 1.93 1.16
```
Forces are in eV/Å.

Output
strongest force on any atom	3.69	eV/Å
total energy	-5052.45491	eV
SMILES	N#CC#N
spin multiplicity	1
M	52.04	u
E_HOMO	-12.813	eV
energy above the lowest of the compared OMol25 structures with the same formula, charge and spin	2.5	kcal per mole
orbital gap	12.429	eV

Entry 10:
DFT (wB97M-V/def2-TZVPD) results for a single C2N2 molecule in a non-equilibrium geometry.

Structure (XYZ):
```
4
Properties=species:S:1:pos:R:3:forces:R:3
N 1.81600 -0.01173 -0.05838 -3.56 -0.44 0.83
C 0.64259 -0.04535 0.09687 8.30 0.61 -0.91
C -0.64629 0.13804 0.00800 -8.27 -1.38 0.04
N -1.81284 -0.06772 -0.03150 3.54 1.21 0.04
```
Forces are in eV/Å.

Output
strongest force on any atom	8.39	eV/Å
total energy	-5052.09381	eV
SMILES	N#CC#N
spin multiplicity	1
M	52.04	u
E_HOMO	-12.449	eV
energy above the lowest of the compared OMol25 structures with the same formula, charge and spin	10.8	kcal per mole
orbital gap	11.594	eV

Entry 11:
DFT (wB97M-V/def2-TZVPD) results for a gas-phase ion, C2N2O6S (charge -2) in a non-equilibrium geometry.

Structure (XYZ):
```
11
Properties=species:S:1:pos:R:3:forces:R:3
O -3.01772 -1.23655 -0.00370 0.31 -0.43 -0.11
C -3.00420 -0.02739 -0.04106 0.90 0.81 0.12
O -3.75881 0.88177 0.21967 -0.91 0.43 0.01
O -1.64317 0.64214 -0.57503 -1.20 -0.65 -0.67
N -0.58020 0.37978 0.21528 0.45 0.53 1.10
S 0.07463 -1.24562 0.26613 -0.28 -1.45 0.41
N 0.56503 0.11640 -0.60388 1.41 0.56 -0.76
O 1.70533 0.79390 -0.05955 -0.51 0.67 0.09
C 2.94066 0.05062 0.13551 -0.84 0.46 0.11
O 2.86764 -1.15157 -0.02345 0.07 -1.62 -0.42
O 3.85082 0.79651 0.47008 0.60 0.68 0.14
```
Forces are in eV/Å.

Output
strongest force on any atom	1.70	eV/Å
total energy	-28170.90322	eV
SMILES	O=C([O-])On1sn1OC(=O)[O-]
spin multiplicity	1
M	180.10	u
E_HOMO	-1.216	eV
total charge	-2
energy above the lowest of the compared OMol25 structures with the same formula, charge and spin	0.0	kcal per mole
orbital gap	7.457	eV

Entry 12:
DFT (wB97M-V/def2-TZVPD) results for a gas-phase ion, C2N4O5S (charge -2) in a non-equilibrium geometry.

Structure (XYZ):
```
12
Properties=species:S:1:pos:R:3:forces:R:3
N 2.11173 2.84694 0.05779 0.75 0.07 -0.23
C 1.28811 2.02749 0.05452 0.70 1.13 0.27
N 0.15022 1.44437 0.20080 -2.85 -3.91 -1.05
C -0.09116 0.10213 -0.02777 1.38 3.06 1.95
N -1.19052 -0.56419 0.18603 0.05 -1.04 0.58
N -2.44612 -0.29383 -0.01219 -1.51 0.79 -0.70
O -2.76801 0.35630 -1.03571 -0.06 -0.33 0.78
O -3.33163 -0.80354 0.74433 1.59 0.71 -0.85
S 1.34236 -1.04933 -0.02440 0.50 -3.31 -0.63
O 2.31236 -0.52674 -0.96232 0.19 1.18 -0.06
O 1.83901 -1.22663 1.34092 -0.46 1.15 -0.13
O 0.78366 -2.31298 -0.52201 -0.30 0.50 0.07
```
Forces are in eV/Å.

Output
strongest force on any atom	4.96	eV/Å
total energy	-29103.64858	eV
SMILES	N#C/N=C(/N=[N+]([O-])[O-])S(=O)(=O)[O-]
spin multiplicity	1
M	192.11	u
E_HOMO	-1.858	eV
total charge	-2
energy above the lowest of the compared OMol25 structures with the same formula, charge and spin	34.4	kcal per mole
orbital gap	8.253	eV